Entry from OMol25: a molecular structure, C29H38N2O2P3Pd at a distorted geometry (ωB97M-V with the def2-TZVPD basis set).

```
75
Properties=species:S:1:pos:R:3:forces:R:3:mulliken_spin:R:1
Pd 0.62019 0.69151 -0.44568 -0.734 1.266 -0.843 1.08
P 0.76379 -0.19815 -2.56050 1.067 -2.327 0.809 0.17
P -1.12810 -1.25525 1.01911 -1.911 -3.993 3.042 0.02
P 0.82623 2.60330 0.83225 0.732 0.522 1.442 0.06
O 3.78409 1.56118 -3.25972 0.000 0.677 -2.152 0.06
O 3.76788 0.82824 -1.13101 -0.496 -0.150 4.873 0.04
N -1.34109 -0.02717 0.00998 1.440 2.293 -1.655 1.25
N 0.23299 2.58859 -1.99733 0.473 -0.371 0.476 0.18
C 0.87167 -5.16997 -0.45141 0.212 0.050 0.086 0.01
C -5.18489 -1.42451 0.72017 0.241 -0.012 0.017 -0.01
C 1.24919 -0.60113 4.30842 -0.029 0.006 0.239 0.01
C 0.81553 -1.00070 3.04638 -0.116 0.567 -0.048 0.03
C 2.52838 3.25245 0.89293 0.062 -0.159 -0.036 0.03
C 1.65607 -4.06720 -0.12547 -0.025 0.327 0.125 0.01
C -0.55018 -0.89451 2.70865 0.885 0.515 0.067 0.04
C 0.01102 4.72338 -3.73502 -0.722 0.257 0.804 -0.05
C -3.21007 -2.71923 2.22239 -0.244 -0.151 0.131 0.00
C -2.85651 -1.73757 1.29132 -0.207 0.190 -0.216 0.05
C -3.83749 -1.08821 0.53999 -0.331 -0.156 0.146 0.04
C 2.03384 -1.44623 -2.83058 0.397 0.011 -0.297 0.02
C -0.51107 -5.08709 -0.38794 -0.090 -0.301 -0.236 0.00
C -0.18456 4.92758 -2.36526 0.347 -0.588 -0.856 0.18
C -1.02822 -0.06943 4.95192 0.361 0.199 0.530 0.00
C 0.47481 2.34972 -3.33116 1.675 0.565 0.084 -0.11
C -1.45010 -0.42180 3.68476 -0.739 -0.055 -0.766 -0.01
C -1.11284 -3.91119 0.02083 -0.660 0.677 0.336 -0.01
C -0.06276 3.95812 -0.00799 -0.515 -0.279 -0.446 -0.01
C -0.76567 -1.13591 -2.87798 -0.652 0.707 -0.793 0.04
C -5.54836 -2.39916 1.64956 0.440 0.120 -0.149 0.01
C 1.23092 1.13660 -3.69380 -4.699 0.647 -1.063 0.48
C 0.25161 2.65673 2.54849 -0.073 0.102 -0.157 -0.01
C -0.34400 -2.79877 0.41788 0.784 0.386 -0.633 0.02
C 0.33137 -0.14903 5.26728 -0.044 -0.150 -0.492 0.01
C -4.55602 -3.04987 2.40091 0.181 0.224 -0.211 0.01
C -0.00006 3.80911 -1.52109 -0.339 -0.399 0.562 0.06
C 0.32885 3.45995 -4.20490 0.271 -0.304 -0.522 0.19
C 1.05690 -2.87950 0.29570 -0.108 -0.264 -0.318 0.01
H 1.69608 -2.01200 0.46340 -0.124 -0.158 0.131 0.02
H 1.09604 0.88635 -4.79339 0.752 0.309 1.064 0.01
H 0.52777 3.33540 -5.26372 -0.026 -0.105 0.051 0.00
H 1.55768 -1.32287 2.31779 -0.228 -0.060 0.266 -0.01
H 0.25529 3.69549 2.93453 -0.083 -0.629 -0.067 0.00
H 4.35667 1.21673 -0.42328 -0.502 -0.664 -0.867 -0.01
H -5.94008 -0.91729 0.12670 0.069 -0.099 0.133 0.00
H -6.59849 -2.65293 1.77675 0.242 0.013 0.044 0.00
H -1.74268 0.30011 5.70450 0.362 -0.304 -0.514 0.00
H -1.10451 3.87305 0.34753 0.190 0.270 -0.246 0.01
H -0.46309 5.90066 -1.97107 0.154 -0.172 0.025 0.00
H 4.46511 1.61608 -3.94824 -0.078 0.005 0.018 0.00
H -1.12642 -5.94404 -0.68409 0.236 0.402 0.182 0.00
H -2.42923 -3.21743 2.79853 -0.276 0.028 -0.039 0.00
H 2.82421 1.46095 -3.68099 1.580 0.039 1.029 0.07
H -2.51640 -0.33787 3.44778 0.430 -0.034 0.032 0.00
H -0.14017 5.55928 -4.40659 0.171 -0.119 -0.138 0.00
H 2.92991 3.29903 -0.12821 -0.058 0.229 0.235 0.00
H 2.79597 0.76568 -0.62680 2.017 0.296 -1.974 0.03
H 2.74006 -4.12376 -0.19884 -0.200 -0.025 0.012 0.00
H 2.31379 -0.63036 4.55671 -0.391 -0.121 -0.081 0.00
H 0.90561 2.00369 3.14088 -0.126 0.247 -0.022 0.00
H 1.34831 -6.08998 -0.76389 -0.020 0.004 -0.006 0.00
H -3.52988 -0.31845 -0.16193 -0.362 -0.143 0.058 -0.02
H 2.99694 -1.03642 -2.53506 0.128 -0.087 -0.118 -0.01
H 1.86772 -2.34633 -2.23558 -0.208 0.121 -0.139 0.00
H -2.20378 -3.85195 0.04320 0.377 -0.031 0.048 0.00
H -0.74910 2.20418 2.55533 0.138 0.331 0.219 0.00
H 0.34940 4.92779 0.30919 -0.246 -0.243 -0.065 0.00
H -1.61171 -0.50187 -2.59169 0.012 -0.052 -0.309 0.00
H 3.13822 2.54627 1.47094 -0.039 0.271 0.022 0.00
H -0.84264 -2.02744 -2.22847 0.598 0.351 -0.333 0.00
H 2.54680 4.24538 1.36847 0.126 -0.334 -0.175 0.00
H 2.06663 -1.69620 -3.89591 0.061 -0.162 0.115 0.01
H 0.67581 0.14599 6.24882 0.032 -0.011 0.013 0.00
H -4.83893 -3.81309 3.11963 0.091 0.108 -0.088 0.00
H 4.04558 1.23846 -2.14824 -1.478 0.016 -0.804 -0.01
H -0.82584 -1.39516 -3.94675 -0.154 -0.134 0.408 0.00
```
Positions in Å, forces in eV/Å.

Output
HOMO (alpha / beta), hartree: -0.5983 / -0.5978
Net charge: +3
LUMO (alpha / beta), eV: -8.29 / -11.55
Gap between HOMO and LUMO (alpha / beta), eV: 7.99 / 4.72
<S²>: 6.06
2S+1: 5

***

Entry from OMol25: a molecular structure, C29H38N4O2P2Re at a distorted geometry (ωB97M-V with the def2-TZVPD basis set).

```
76
Properties=species:S:1:pos:R:3:forces:R:3:mulliken_spin:R:1
Re -1.92619 -0.40156 3.89732 -1.742 1.936 -1.222 1.01
P -0.76806 0.86588 -2.87414 -0.557 -1.216 -2.740 -0.01
P 2.08001 1.52533 -1.33119 3.336 -0.742 -0.824 0.00
O -0.78714 1.09053 6.33900 -1.342 -1.571 -0.915 0.38
O -2.01188 -0.77917 6.88743 0.873 1.303 -1.740 0.06
N -1.40651 2.07759 -4.10803 -0.155 1.194 0.567 -0.04
N 3.58965 2.44854 -1.16236 -0.509 0.682 0.149 0.00
N 2.84377 -0.08013 -1.30986 -1.015 -0.383 0.285 0.00
N -1.57163 -0.49123 -3.65169 -0.129 -0.091 0.734 0.00
C -2.41451 -1.35439 -2.93663 -0.010 -0.514 -1.036 0.01
C -2.01773 -0.68845 1.84892 -0.272 -0.929 -1.015 0.15
C 1.94882 1.60266 -3.18531 -0.357 0.227 0.021 0.00
C 0.87242 0.63193 -3.71951 0.362 0.370 0.281 0.00
C -1.51214 -0.95160 -4.97311 -0.523 -0.629 0.310 0.01
C 5.65399 3.35416 -1.48122 -1.388 -0.651 0.144 0.00
C 3.08489 -2.21903 -0.57669 -0.421 1.126 -0.146 0.00
C -0.61161 -0.67481 1.27545 -0.155 0.414 -0.740 -0.04
C -2.48991 3.93132 -4.86484 0.662 -0.392 -2.863 0.18
C -0.63625 -3.16947 3.64878 -0.059 -0.430 0.383 0.03
C -1.67153 -0.62496 8.27782 0.148 0.090 0.840 0.02
C -1.46434 0.13092 6.02092 0.704 0.335 2.669 0.21
C -3.79979 -0.61385 4.72654 -0.190 -0.336 1.297 0.06
C 2.40869 -1.02293 -0.37877 0.795 -0.534 -0.381 0.00
C -2.30352 -2.08552 -5.08778 0.482 0.842 0.536 0.01
C -2.52656 -1.87259 2.52270 0.239 -0.402 -0.712 0.00
C 3.94382 -2.02306 -1.70273 -0.379 0.832 -0.088 0.00
C 4.87908 2.21303 -1.65962 0.235 0.962 0.167 0.00
C -2.86502 -2.34990 -3.79601 0.596 1.008 0.381 0.00
C -0.53072 -1.85822 4.40120 1.510 -0.620 -0.742 -0.02
C 0.52947 -0.75096 2.31348 0.472 0.672 0.007 0.03
C 3.75580 -0.72195 -2.14955 -0.024 -0.520 0.352 0.00
C -1.22860 2.15260 -5.48984 0.111 -0.507 1.377 0.34
C -1.88804 3.27154 -5.98807 -1.492 1.794 1.597 0.09
C 0.14008 -0.72141 3.76944 1.013 -1.225 2.163 0.06
C -1.73244 -3.17290 2.57565 -0.334 -0.389 0.029 0.00
C 3.56344 3.77371 -0.68801 0.842 -0.171 -0.235 0.00
C 4.81492 4.34353 -0.85931 -0.638 -0.819 -0.234 0.00
C -2.17028 3.18564 -3.73210 1.203 -1.945 -0.127 0.35
H -2.41697 3.34398 -2.69014 -0.011 0.017 -0.118 0.01
H -0.58840 -0.69477 8.42289 -0.218 0.080 -0.104 0.00
H 2.97366 -3.11253 0.01789 0.027 0.021 -0.079 0.00
H -0.64095 1.42454 -6.03828 -0.193 0.314 0.181 0.06
H -3.08311 4.83123 -4.89820 0.025 -0.015 0.055 0.00
H 4.62503 -2.75212 -2.12946 -0.183 0.236 0.054 0.00
H -2.73266 -0.05584 1.31858 0.001 0.037 0.221 -0.01
H 5.15846 1.26015 -2.07469 0.007 0.162 0.147 0.00
H -2.59424 -1.17046 -1.88687 -0.042 -0.097 -0.102 0.00
H -0.86402 -3.96041 4.37682 0.179 0.214 -0.201 0.00
H 0.33759 -3.41871 3.21035 -0.086 0.053 0.126 0.00
H -3.50656 -3.17650 -3.53469 -0.004 0.099 0.013 0.00
H 4.21503 -0.20291 -2.98211 -0.109 -0.253 0.209 0.00
H -2.45257 -2.66120 -5.99465 0.041 0.147 0.223 0.00
H -1.30936 -3.44065 1.59665 -0.185 0.222 0.132 0.00
H 2.65141 4.17218 -0.26371 0.157 0.000 0.003 0.00
H -3.60430 -2.06657 2.51603 0.310 0.428 -0.065 0.02
H -1.93076 3.56378 -7.02612 -0.025 0.038 0.081 0.00
H -4.07177 0.35288 5.17827 -0.057 -0.210 0.103 0.01
H -2.44266 -3.97306 2.83384 0.211 0.265 -0.259 0.00
H -4.58052 -0.95621 4.03496 0.357 0.113 0.017 0.02
H 0.76283 0.77650 -4.80513 0.070 -0.252 0.432 0.00
H -0.35747 -2.00980 5.47073 -0.147 0.351 -0.233 0.02
H 0.80460 -0.11878 4.39444 -0.322 -0.079 0.008 0.00
H 6.68975 3.46669 -1.76801 -0.117 -0.070 0.092 0.00
H -0.48417 -1.47671 0.52745 -0.213 0.140 0.307 0.01
H 1.66549 -0.73576 0.34295 0.240 -0.037 -0.151 0.00
H 1.18657 -0.41445 -3.55418 -0.202 0.348 0.039 0.00
H 1.16903 0.13389 2.16689 -0.139 -0.365 0.028 0.00
H -2.16563 -1.45755 8.77959 0.070 0.141 -0.109 0.00
H -0.47898 0.26779 0.71928 -0.162 -0.314 0.135 0.00
H 2.92129 1.38329 -3.65500 -0.375 0.188 0.253 0.00
H 1.17486 -1.61705 2.10797 -0.247 0.015 0.326 0.01
H -3.64723 -1.35206 5.53126 -0.566 0.198 -0.170 -0.01
H 5.11148 5.34625 -0.58702 -0.122 -0.118 0.025 0.00
H -2.05427 0.32396 8.66696 0.125 -0.164 -0.164 0.00
H -0.91586 -0.45026 -5.71997 -0.049 -0.324 0.138 -0.01
H 1.70096 2.65643 -3.40388 0.063 -0.300 -0.124 0.00
```
Positions in Å, forces in eV/Å.

Output
HOMO (alpha / beta), hartree: -0.4488 / -0.4488
Net charge: +2
LUMO (alpha / beta), eV: -7.01 / -9.02
Gap between HOMO and LUMO (alpha / beta), eV: 5.20 / 3.19
<S²>: 3.78
2S+1: 4
Energy above the lowest of the compared OMol25 structures with the same formula, charge and spin, kJ/mol: 88.62

***

Entry from OMol25: a single C29H39BN2O7 molecule at a distorted geometry (ωB97M-V with the def2-TZVPD basis set).

```
78
Properties=species:S:1:pos:R:3:forces:R:3:lowdin_charge:R:1
O 1.90424 5.20921 -1.29454 2.902 -8.741 1.727 -0.01
O -1.64868 1.55787 2.31296 3.929 1.077 1.981 -0.07
O -2.37849 3.96817 0.21099 2.251 -0.105 2.602 0.02
O 5.07439 1.20325 -0.69955 -6.835 4.868 -0.640 -0.01
O 4.12619 3.52688 -2.53761 2.493 1.011 0.127 -0.10
O -0.32209 5.44644 0.84002 -2.159 -2.697 -2.684 0.02
O -0.62978 1.22678 4.57790 -4.355 5.105 -6.529 0.00
N 3.54936 3.21120 -1.36489 -1.299 -1.018 1.829 -0.09
N 3.16981 -3.07430 -0.63780 -0.216 1.300 -1.290 -0.04
C 3.48814 -1.59363 -0.52405 0.230 0.963 -0.006 -0.27
C -2.08952 6.66031 5.42469 0.585 -4.297 -1.759 -0.06
C 0.08339 2.80899 0.72591 2.760 -3.010 0.355 0.10
C -0.29508 4.66863 4.24472 -3.885 1.603 1.593 0.00
C 2.12204 0.20207 0.97225 -1.093 2.486 -0.155 -0.01
C -4.37666 -5.23396 -4.36955 -0.915 0.703 -0.029 -0.26
C 6.61647 3.02993 -3.03542 0.282 -1.048 -0.247 -0.11
C 0.24530 -1.18662 2.63625 0.357 0.123 0.236 -0.17
C -3.52388 -4.53669 -1.95025 -0.027 0.427 -0.251 -0.23
C 2.54816 1.54548 0.12242 -3.067 0.651 1.184 0.04
C -0.31817 1.46113 1.62519 3.264 0.125 -2.402 -0.03
C 3.26460 -1.01567 1.01254 -0.167 1.483 -0.490 -0.13
C -3.90342 -3.94705 -3.44176 1.106 -1.102 0.219 -0.22
C -3.32107 5.57942 5.36377 4.489 -1.009 -1.268 -0.06
C -2.99751 4.06485 4.76935 2.125 1.834 -0.081 -0.02
C -0.69329 -4.07015 -0.21533 0.838 0.815 -0.118 -0.23
C 0.66942 0.12561 1.75037 0.520 3.053 -1.695 0.00
C 1.53981 2.82938 -0.02617 -0.328 -3.271 2.055 0.05
C -2.08966 -5.32287 -2.07334 -0.074 0.533 0.617 -0.22
C 0.15634 -2.59404 1.80167 -0.690 -0.249 -0.098 -0.22
C -0.90647 -4.16451 -1.83808 -0.747 -1.722 0.653 -0.21
C 5.52653 3.99935 -2.27753 2.018 0.501 -0.418 -0.17
C 3.93963 1.90720 -0.70489 0.921 -2.508 1.360 -0.15
C -6.00912 -5.09980 -4.57298 0.512 -1.151 -0.183 -0.16
C -0.62229 6.16312 4.83644 -2.259 -1.886 0.144 -0.05
C -1.26204 2.03210 3.67940 3.083 -2.999 5.371 -0.20
C -1.53070 3.58294 4.21748 -0.711 3.546 0.690 -0.06
C -0.60314 -2.49976 0.35206 0.366 -1.299 0.416 -0.20
C 2.28410 3.94169 -0.97266 -1.621 3.258 -0.121 -0.13
B -0.93632 4.09626 0.58192 -0.595 1.864 0.437 -0.41
H -2.02187 -6.15145 -1.21801 0.047 1.789 -1.918 0.12
H 0.33627 -4.61297 0.02528 -2.199 1.092 -0.326 0.11
H -0.48902 -3.33919 2.46874 1.452 1.558 -1.313 0.13
H -3.40052 -3.62960 -1.20851 -0.145 -1.791 -1.324 0.10
H -6.34199 -3.97383 -4.53912 0.572 -2.377 -0.254 0.07
H -2.89582 -3.51575 -3.90598 -2.205 -0.684 1.052 0.11
H -2.93255 3.74770 1.03719 1.348 0.414 -1.874 0.12
H 4.60894 -1.36242 -0.83208 -2.439 -0.662 0.694 0.12
H -0.79309 -1.03007 3.18598 2.338 0.077 -1.338 0.12
H -3.88226 -5.23350 -5.43822 -0.828 0.101 2.235 0.10
H 6.82247 2.00416 -2.46427 -0.716 2.392 -1.017 0.08
H -6.54060 -5.71778 -3.72770 0.859 1.419 -1.585 0.07
H 6.26944 2.69664 -4.12786 0.544 1.060 2.407 0.09
H -1.28034 -3.15953 -2.30809 0.962 -1.902 0.850 0.11
H 0.80704 4.46474 3.87557 -2.695 0.221 0.772 0.12
H -6.26948 -5.63153 -5.59902 0.220 1.344 2.121 0.08
H -4.11901 -6.26412 -3.83492 -0.516 2.296 -1.165 0.11
H -3.88023 3.26991 4.74521 2.133 1.935 0.070 0.10
H 2.17337 -3.10820 -0.98721 1.495 -0.271 0.477 0.05
H 3.77193 -3.42679 -1.42221 -0.969 0.267 0.998 0.07
H 0.08185 -4.58358 -2.30875 -1.838 1.220 0.680 0.11
H 0.25980 6.96134 4.87198 -2.105 -2.041 -0.140 0.09
H 1.20006 -3.10236 1.64010 -1.923 1.123 0.296 0.09
H -0.64895 6.04812 0.09311 0.467 -0.974 1.732 0.12
H 5.73070 4.03951 -1.12000 -0.563 -0.252 -2.364 0.14
H -2.20285 7.76211 5.86368 0.208 -2.798 -1.137 0.09
H -1.71452 -2.15492 0.49291 2.232 -0.220 -0.372 0.12
H -4.71020 -3.09667 -3.38303 1.561 -1.774 -0.228 0.11
H 7.66869 3.54897 -3.14690 -2.254 -0.752 0.286 0.08
H 2.99054 -1.86190 1.77407 0.522 1.758 -1.576 0.10
H -1.54721 -4.63079 0.36416 1.639 1.148 -1.157 0.11
H 5.68429 5.09351 -2.69231 -0.764 -2.211 0.715 0.13
H -1.96546 -5.85336 -3.10923 -0.370 1.058 1.926 0.10
H -4.39638 -5.20811 -1.50345 1.820 1.304 -1.163 0.12
H -4.39130 5.83895 5.76169 2.369 -0.643 -0.910 0.08
H 2.79715 -0.97718 -1.24799 1.414 -0.971 1.377 0.11
H 1.07526 -1.30301 3.48198 -1.826 0.319 -1.757 0.13
H 0.01595 -1.79801 -0.38198 -1.513 -1.455 1.483 0.12
H 4.27938 -0.45826 1.30336 -2.322 -1.335 -0.385 0.12
```
Positions in Å, forces in eV/Å.

Output
HOMO, hartree: -0.3299
LUMO, eV: -1.64
Gap between HOMO and LUMO, eV: 7.33
Structure (SMILES): CCCCCCCCCCc1c(CCN)c2c(c(B(O)O)c1OC(=O)c1ccccc1)C(=O)N(OCC)C2=O

***

The evaluated E for the records listed, in turn: -69081.6075 -61429.6008 -48669.7611 eV.